ORCA calculation (ωB97M-V with the def2-TZVPD basis set) on an isolated molecule of C5H8O2.

Its LUMO energy is 0.9 eV. The gap between HOMO and LUMO is 0.4058 Eh. The charge is 0. As for the structure (SMILES): C#CCOCCO. The value obtained for the largest force on an atom is 0.7 eV/Å. The total energy comes out at -345.69500 Eh.

The geometry in XYZ format:
```
15
Properties=species:S:1:pos:R:3:forces:R:3:nbo_charge:R:1
O 2.6567 0.6323 -0.0626 -0.15 -0.22 -0.03 -0.710
O 0.0249 -0.2858 0.3218 0.16 -0.08 0.26 -0.541
C 0.3324 1.0917 0.3692 -0.04 0.32 0.22 -0.094
C -1.9071 -3.1154 0.0211 0.52 0.39 0.22 -0.209
C -1.5846 -1.9564 0.0049 -0.43 -0.58 -0.16 -0.033
C 1.7643 1.2363 0.8474 -0.29 0.18 0.26 -0.078
C -1.2710 -0.5405 -0.1774 0.16 -0.20 -0.32 -0.138
H -0.3539 1.5400 1.0916 -0.02 0.42 -0.01 0.170
H -2.0641 0.0849 0.2927 0.58 -0.17 -0.25 0.200
H -1.2091 -0.3688 -1.2598 -0.55 0.26 0.03 0.202
H 0.2218 1.5885 -0.6140 -0.07 -0.30 0.21 0.172
H 2.2748 -0.2445 -0.2230 0.29 0.12 -0.08 0.474
H 1.8575 0.7876 1.8473 -0.02 0.02 -0.11 0.165
H 2.0054 2.3048 0.9452 0.04 -0.31 -0.18 0.183
H -2.0454 -4.1701 0.0960 -0.19 0.14 -0.05 0.237
```
Positions in Å, forces in eV/Å.